No. 1
C5H4N2O | wB97M-V/def2-TZVPD

```
12
C5H4N2O, DFT wB97M-V/def2-TZVPD
O -2.349 -0.187 -0.182
C -1.179 -0.167 0.023
C -0.371 -1.376 0.189
C 0.889 -1.441 -0.065
C 1.879 -0.384 -0.167
N 1.617 0.930 -0.019
C 0.393 1.588 0.104
N -0.837 1.179 -0.032
H -0.938 -2.177 0.829
H 1.442 -2.381 -0.019
H 2.954 -0.774 -0.043
H 0.205 2.736 0.539
```

Results
E: -377.5433 Ha
ΔE to the lowest compared entry with this formula, charge and spin: 316.99 kJ/mol
HOMO-LUMO gap: 8.24 eV
SMILES string: O=c1cccncn1
highest occupied orbital energy: -9.72 eV

=====

No. 2
C17H18BN7O3SZr | wB97M-V/def2-TZVPD

```
48
C17H18BN7O3SZr, DFT wB97M-V/def2-TZVPD
H -0.063 -3.008 -1.000
N -0.668 -1.082 -1.730
B -1.652 0.761 -3.320
N -1.423 -0.719 -2.852
C -1.948 -1.818 -3.420
Zr 0.154 0.216 -0.046
H -2.658 -1.707 -4.233
C -1.476 -2.938 -2.728
H -1.715 -3.967 -2.890
C -0.642 -2.444 -1.706
H -2.400 0.835 -4.250
C 1.927 1.683 0.255
H 2.565 1.500 1.132
H 1.215 2.456 0.678
H 2.511 2.272 -0.456
N -0.243 1.311 -3.667
N -2.111 1.535 -2.045
N 0.686 1.163 -2.626
N -1.442 1.346 -0.849
C 0.353 1.843 -4.750
C -3.185 2.299 -1.820
H -0.211 2.015 -5.638
H -3.897 2.459 -2.646
C 1.682 2.070 -4.429
C -3.168 2.685 -0.489
C 1.850 1.620 -3.100
C -2.076 2.088 0.105
H 2.457 2.506 -5.024
H -3.883 3.324 0.047
H 2.721 1.603 -2.470
H -1.697 2.082 1.128
H 2.111 0.583 0.074
O -0.286 1.099 2.768
C 0.110 -0.086 2.878
N 0.204 -0.860 1.742
S 0.678 -2.500 1.924
O -0.531 -3.232 1.584
O 1.858 -2.670 1.013
C 1.072 -2.114 3.628
C 1.691 -2.930 4.567
C 1.937 -2.354 5.828
C 1.538 -1.043 6.168
C 0.839 -0.262 5.253
C 0.636 -0.845 4.001
H 1.916 -3.961 4.289
H 2.462 -2.939 6.572
H 1.763 -0.622 7.140
H 0.440 0.746 5.407
```

Results
E: -1737.1725 Ha
ΔE to the lowest compared entry with this formula, charge and spin: 132.06 kJ/mol
total charge: +2
HOMO-LUMO gap: 6.05 eV
highest occupied orbital energy: -14.78 eV